Record 1
A cluster of 12 separate species, C48H71N10O13 in total, computed with ωB97M-V/def2-TZVPD.

```
142
Properties=species:S:1:pos:R:3:forces:R:3
C 0.472 3.366 0.624 0.193 -1.744 1.155
C 0.213 1.894 1.178 0.885 0.275 -0.193
C -0.857 1.129 0.397 0.798 0.847 -0.339
N -1.029 -0.301 0.776 -1.635 -1.526 0.429
C 0.284 -1.098 0.724 -1.012 0.614 0.922
C 0.858 -0.941 -0.630 0.695 -0.542 -1.009
C -0.045 -1.424 -1.810 -0.374 0.606 0.105
C -1.547 -0.960 -1.717 0.081 -0.683 -0.043
C -2.077 -0.903 -0.248 1.184 0.445 -0.005
C -1.604 -0.475 2.197 0.058 -0.064 -0.198
H -0.342 4.003 0.970 0.311 0.415 -0.486
H 0.721 3.382 -0.437 -0.906 -0.179 -0.338
H 1.433 3.707 1.009 -0.343 0.215 0.674
H 0.112 1.777 2.257 -0.892 1.022 0.279
H 1.178 1.387 1.175 0.176 -0.333 -1.030
H -0.570 1.178 -0.654 -0.050 -0.305 -0.041
H -1.843 1.592 0.393 -0.068 0.020 0.507
H 0.843 -0.707 1.574 0.486 0.339 -0.485
H 0.186 -2.147 1.004 -1.087 0.046 -0.213
H 1.205 0.088 -0.722 -0.160 -0.048 -0.427
H 1.765 -1.545 -0.635 0.148 -0.036 -0.134
H 0.427 -1.103 -2.739 -0.201 0.643 -0.040
H -0.008 -2.496 -2.002 -0.036 -0.321 0.902
H -1.825 -0.183 -2.429 0.522 1.021 0.927
H -2.173 -1.708 -2.204 0.077 -0.703 0.300
H -2.972 -0.308 -0.068 0.010 -0.043 -0.352
H -2.267 -1.934 0.049 0.190 0.118 0.398
H -0.933 -0.078 2.959 0.609 -0.433 -0.337
H -1.816 -1.538 2.309 0.365 0.030 0.153
H -2.525 0.038 2.474 -0.250 0.315 -1.164
C -4.644 -0.172 4.403 0.191 -3.063 2.815
O -5.025 -1.246 4.086 -1.837 -4.713 -0.912
N -4.508 0.756 3.590 0.574 6.627 -4.714
N -4.199 0.098 5.619 0.738 0.804 2.660
H -4.500 1.693 3.968 0.250 0.187 -0.667
H -4.808 0.641 2.632 -0.091 0.008 0.178
H -4.392 -0.552 6.367 0.310 0.446 -0.138
H -3.716 0.982 5.704 -0.062 -0.420 0.885
C -4.199 4.193 2.961 -1.375 2.175 -2.969
O -5.329 4.521 3.023 -5.769 0.886 0.286
N -3.609 3.672 3.936 3.165 -3.395 6.151
N -3.495 4.431 1.915 3.510 0.161 -4.454
H -4.191 3.773 4.755 0.663 0.043 0.399
H -2.602 3.697 4.009 -0.043 0.156 0.421
H -3.889 4.711 1.028 -0.073 0.121 0.569
H -2.489 4.352 1.969 -0.071 0.220 -0.286
C 3.166 1.631 4.719 -1.445 -0.621 2.018
O 2.153 1.029 4.523 -2.322 -2.482 -0.614
N 3.513 2.636 4.006 2.076 3.438 -3.416
N 3.872 1.539 5.838 2.251 -1.342 3.028
H 4.509 2.806 3.992 -0.247 0.587 -0.484
H 2.962 2.788 3.173 0.249 0.180 -0.049
H 4.713 2.072 6.011 -0.295 0.086 -0.293
H 3.823 0.716 6.421 -0.380 0.091 -0.336
C 0.868 -4.911 0.583 1.348 -0.981 0.216
C 1.926 -5.861 0.559 -1.622 0.090 0.033
C 1.587 -7.225 0.512 -1.292 1.139 -0.394
C 0.218 -7.529 0.339 1.001 -1.625 0.124
C -0.790 -6.615 0.414 -0.133 -0.921 -0.810
C -0.449 -5.325 0.517 0.288 2.297 0.940
O -1.423 -4.373 0.645 -0.255 1.303 -0.249
O 2.500 -8.237 0.569 -0.120 0.297 -0.370
H 1.154 -3.891 0.796 -0.224 0.131 -0.289
H 2.934 -5.474 0.586 0.232 -0.238 0.203
H -0.078 -8.540 0.102 0.309 -0.329 0.264
H -1.833 -6.838 0.243 -0.056 -0.489 0.148
H -2.277 -4.731 0.899 0.098 -0.341 0.056
H 3.308 -7.837 0.238 0.486 -0.317 0.113
C 3.497 4.355 -1.461 -0.170 -0.732 -1.177
C 2.633 5.322 -2.006 1.317 -0.682 -0.543
C 2.348 5.266 -3.369 -0.750 0.579 -0.035
C 2.953 4.343 -4.260 -0.942 0.455 1.303
C 3.759 3.353 -3.715 -0.359 -0.015 1.931
C 3.955 3.308 -2.303 1.018 0.272 -0.775
O 4.768 2.262 -1.793 -0.948 0.811 0.832
O 1.340 6.055 -3.915 0.370 -0.739 -1.206
H 3.761 4.452 -0.418 0.124 -0.364 0.042
H 2.346 6.165 -1.395 -0.507 -0.048 0.136
H 2.589 4.374 -5.276 0.390 -0.090 -0.197
H 4.184 2.509 -4.237 -0.053 0.172 -0.592
H 5.298 1.795 -2.443 -0.198 0.452 -0.490
H 1.017 6.856 -3.496 0.629 -0.215 0.828
C -1.562 -7.635 -3.702 -0.119 0.619 1.990
C -2.007 -6.449 -3.112 -0.495 -0.536 -0.637
C -1.975 -5.297 -3.855 0.551 -0.219 1.044
C -1.283 -5.275 -5.020 -0.045 0.528 -2.558
C -0.902 -6.412 -5.639 1.455 -2.513 0.512
C -0.955 -7.627 -4.915 -0.534 -0.325 -1.170
O -0.563 -8.802 -5.489 0.588 0.188 -1.074
O -2.527 -4.158 -3.433 -0.531 1.644 0.771
H -1.659 -8.519 -3.089 0.122 -0.374 -0.224
H -2.502 -6.448 -2.152 -0.024 -0.106 0.115
H -1.112 -4.461 -5.709 -0.479 0.968 0.797
H -0.411 -6.342 -6.599 -0.023 -0.315 -0.085
H -0.601 -9.572 -4.918 -0.186 0.313 0.369
H -2.507 -4.157 -2.474 -0.207 0.161 0.220
C 5.486 -2.689 0.593 -2.039 -0.896 2.079
C 4.968 -1.553 -0.018 0.417 0.179 0.330
C 4.030 -0.754 0.663 -0.435 -1.608 1.590
C 3.546 -1.181 1.894 0.583 -0.665 0.738
C 3.912 -2.401 2.478 1.106 0.496 -0.981
C 4.862 -3.184 1.810 0.644 1.975 -1.234
O 5.263 -4.379 2.285 0.598 -1.507 -0.253
O 3.448 0.408 0.294 0.823 -0.072 -1.456
H 6.305 -3.252 0.170 -0.105 -0.068 -0.156
H 5.437 -1.334 -0.965 -0.256 0.648 -0.190
H 2.958 -0.453 2.435 -0.338 -0.101 0.180
H 3.655 -2.670 3.492 -0.480 -0.045 -0.018
H 5.519 -4.441 3.208 -0.248 0.518 0.114
H 3.708 0.434 -0.630 -0.188 1.351 -0.577
C -0.789 7.185 1.727 1.216 -0.440 0.012
C -1.280 6.574 2.916 -1.864 0.712 1.026
C -0.531 5.774 3.729 0.409 0.155 -1.291
C 0.760 5.530 3.335 1.427 -1.286 0.887
C 1.381 6.172 2.241 -0.657 0.592 -0.744
C 0.567 6.993 1.467 0.493 0.732 -0.935
O 1.129 7.703 0.373 0.665 -0.884 0.236
O -1.034 5.167 4.849 -0.926 0.164 0.478
H -1.337 7.844 1.070 -0.357 0.019 0.251
H -2.233 6.890 3.315 -0.459 -0.135 -0.187
H 1.406 5.000 4.019 0.136 -0.224 0.193
H 2.418 5.926 2.065 0.098 0.479 -0.366
H 0.574 8.426 0.073 -0.371 -0.162 0.428
H -0.410 4.503 5.152 0.354 -0.028 -0.081
C 0.025 -1.520 -7.646 0.210 0.386 1.300
C 0.686 -1.008 -6.418 -1.190 -1.715 -2.433
N 1.264 -0.685 -5.504 1.156 0.991 2.148
H -0.450 -0.620 -8.036 -0.009 -0.463 -0.813
H -0.718 -2.276 -7.390 -0.145 0.260 0.145
H 0.766 -2.035 -8.256 -0.050 0.571 -0.303
C 0.038 2.588 -4.264 0.184 0.053 0.672
C -1.145 2.434 -3.414 0.083 -0.867 -1.130
N -2.140 2.248 -2.877 -0.205 0.129 0.507
H 0.255 1.814 -4.999 -0.932 -0.173 -0.068
H 0.907 2.470 -3.615 0.193 0.853 0.040
H -0.088 3.561 -4.738 0.699 0.044 0.057
C -7.538 -1.163 0.185 -1.388 0.025 -0.060
C -6.309 -0.476 0.538 3.434 1.803 0.929
N -5.317 0.076 0.877 -3.653 -2.089 -1.612
H -8.251 -1.071 1.004 0.350 -0.374 0.502
H -7.454 -2.205 -0.121 0.491 0.062 0.368
H -8.154 -0.707 -0.591 0.733 0.508 -0.433
```
Forces are in eV/Å.

Calculated values
* Kohn-Sham gap (spin up / spin down): 0.0649 / 0.2256 hartree
* spin multiplicity: 2
* total energy: -3397.0647 hartree

Results of the Mulliken charge analysis, in e, for atoms 1 through 6: -0.709, 0.529, -0.368, 0.452, -1.063, 0.442

---

Record 2
A structure of composition C13H25BrCl8O2Si2, computed with ωB97M-V/def2-TZVPD.

```
51
Properties=species:S:1:pos:R:3:forces:R:3
C 4.112 0.342 -2.223 -3.089 -7.421 -5.910
C 3.540 -0.594 -3.138 4.018 5.271 6.354
C 2.882 -1.859 -4.011 1.742 1.508 -0.037
Si 2.086 -3.077 -2.747 0.345 -1.254 -0.481
C 0.194 -3.363 -2.972 -0.688 -0.494 0.284
C -0.742 -2.334 -2.080 -6.981 -4.209 0.540
O -1.975 -2.797 -1.752 8.330 3.627 -1.860
Br -0.186 -0.480 -1.516 -0.315 -1.913 -0.723
O 2.898 -4.631 -2.873 1.149 2.906 1.473
Si 4.404 -4.399 -1.933 -1.701 -1.075 -0.804
H 4.867 0.797 -1.419 -2.240 -1.121 -2.394
H 3.818 -2.382 -4.533 -2.007 1.143 1.075
H 2.148 -1.462 -4.840 1.695 -1.100 1.855
H 2.337 -2.568 -1.381 -0.257 -0.028 -0.092
H -0.028 -4.459 -2.557 0.246 2.494 -0.750
H -0.105 -3.400 -4.114 0.257 0.485 2.364
H 4.582 -3.013 -1.489 -0.087 0.152 -0.090
H 5.588 -4.770 -2.696 0.115 -0.161 -0.374
H 4.271 -5.291 -0.771 0.031 0.012 0.080
Cl 0.036 2.155 2.888 0.143 -0.040 -0.082
C -0.428 0.448 2.679 -0.125 -0.308 -0.117
C 0.717 -0.502 2.995 -0.252 0.023 0.185
Cl 2.029 -0.397 1.794 0.059 0.018 -0.039
H -0.790 0.317 1.655 0.211 0.042 0.155
H -1.263 0.261 3.361 0.371 0.236 -0.365
H 0.358 -1.535 2.980 -0.028 0.177 -0.054
H 1.145 -0.304 3.983 -0.085 0.061 -0.246
Cl 1.895 0.652 -5.064 -0.588 1.120 -0.470
C 0.446 1.443 -5.733 -0.218 0.195 -0.177
C -0.747 0.503 -5.790 -0.051 0.291 0.213
Cl -0.527 -0.792 -6.994 0.070 -0.083 0.038
H 0.699 1.834 -6.723 -0.074 -0.175 0.172
H 0.219 2.291 -5.080 -0.031 -0.187 -0.051
H -1.644 1.057 -6.083 0.187 -0.041 0.011
H -0.938 0.034 -4.820 0.138 0.078 -0.193
Cl -3.864 1.605 6.225 0.021 -0.069 -0.034
C -4.328 -0.101 6.016 -0.064 -0.208 -0.010
C -3.183 -1.051 6.331 -0.326 -0.087 0.299
Cl -1.871 -0.946 5.130 -0.171 -0.210 0.420
H -4.690 -0.233 4.991 0.179 0.047 0.188
H -5.163 -0.288 6.698 0.201 -0.031 -0.050
H -3.542 -2.084 6.317 0.005 0.181 -0.062
H -2.755 -0.853 7.319 -0.061 0.068 -0.276
Cl -3.981 6.250 2.255 -0.028 -0.010 0.026
C -2.316 6.489 2.839 0.336 0.042 0.089
C -1.596 5.171 3.080 0.062 0.150 -0.176
Cl -2.275 4.277 4.464 -0.079 0.090 -0.042
H -2.358 7.097 3.748 -0.056 -0.222 -0.152
H -1.791 7.063 2.070 -0.052 -0.166 0.085
H -0.544 5.359 3.312 -0.169 0.052 -0.020
H -1.641 4.520 2.201 -0.086 0.142 0.227
```
Forces are in eV/Å.

Calculated values
* Kohn-Sham gap: 0.3264 hartree
* total energy: -7495.1766 hartree

Results of the Mulliken charge analysis, in e, for atoms 1 through 6: -0.539, -0.118, -0.079, 0.274, -0.411, 0.361